Molecular formula: C16H44N4O8SSr
Method: DFT, ωB97M-V/def2-TZVPD

XYZ file:
```
74
Properties=species:S:1:pos:R:3:mulliken_charge:R:1
Sr -1.302 18.735 15.653 0.788
S -3.808 20.338 13.442 1.178
O -3.286 19.655 12.282 -0.851
O -5.254 20.134 13.471 -0.818
O -3.270 19.644 14.578 -0.946
O -3.479 21.736 13.423 -0.783
C 0.868 22.872 14.441 -1.585
C 0.546 21.402 14.770 0.673
C 1.654 20.703 15.583 -1.061
O 1.262 19.360 15.636 0.375
C 2.085 18.512 16.440 -0.673
N -0.656 21.352 15.588 -0.158
H -0.012 23.432 14.124 0.442
H 1.591 23.016 13.639 0.414
H 1.309 23.413 15.278 0.360
H 0.265 20.832 13.885 -0.302
H 1.621 21.212 16.547 0.432
H 2.698 20.839 15.299 0.496
H 1.751 17.475 16.431 -0.040
H 2.014 19.035 17.394 0.295
H 3.130 18.343 16.180 0.317
H -0.537 22.066 16.292 0.146
H -1.319 21.732 14.927 0.087
C 0.068 19.768 19.037 -1.454
C -1.166 18.785 19.044 0.161
C -2.558 19.458 18.812 -0.996
O -2.527 20.167 17.537 0.717
C -3.388 21.314 17.449 -1.083
N -0.826 17.847 18.076 -0.392
H -0.192 20.617 19.669 0.457
H 0.184 20.147 18.021 0.191
H 1.039 19.346 19.296 0.473
H -1.223 18.158 19.934 0.570
H -2.712 20.150 19.640 0.582
H -3.336 18.701 18.719 0.260
H -2.987 21.934 16.647 0.130
H -3.176 21.935 18.320 0.457
H -4.417 21.021 17.241 0.282
H -1.396 17.027 18.224 0.005
H 0.015 17.470 18.489 0.348
C -0.638 17.470 10.865 -1.833
C -0.372 17.249 12.285 0.617
C 0.978 16.589 12.466 -1.006
O 1.162 16.164 13.852 -0.209
C 2.184 15.204 14.167 -0.962
N -0.577 18.576 13.002 0.140
H -1.645 17.831 10.657 0.456
H -0.582 16.631 10.172 0.438
H -0.014 18.275 10.477 0.427
H -1.053 16.500 12.688 -0.290
H 1.764 17.257 12.113 0.345
H 1.104 15.631 11.961 0.441
H 1.868 14.253 13.738 0.270
H 2.381 15.222 15.239 0.275
H 3.048 15.629 13.657 0.350
H 0.218 18.977 12.526 0.306
H -1.314 19.145 12.609 0.105
C -1.913 13.892 15.055 -1.695
C -2.074 15.439 15.204 0.639
C -3.182 15.856 16.278 -1.182
O -3.193 17.251 16.315 0.638
C -4.543 17.695 16.438 -1.154
N -0.810 15.942 15.583 0.184
H -0.993 13.469 14.651 0.328
H -2.777 13.486 14.530 0.410
H -1.905 13.510 16.076 0.399
H -2.316 15.835 14.218 0.125
H -2.896 15.474 17.258 0.298
H -4.088 15.432 15.846 0.525
H -4.944 17.546 15.436 0.549
H -4.479 18.779 16.534 -0.027
H -5.223 17.341 17.213 0.267
H -0.083 15.873 14.885 0.106
H -0.576 15.531 16.475 0.228
```

Values from the calculation:
LUMO = -0.5 eV
Energy relative to the best compared isomer or geometry (same formula, charge and spin) = 290.64 kJ/mol
Frontier orbital gap = 5.3 eV
Calculated total energy = -1885.83055 hartree

=====

Molecular formula: C16H45FN2O11
Method: DFT, ωB97M-V/def2-TZVPD

XYZ file:
```
75
Properties=species:S:1:pos:R:3:mulliken_charge:R:1
C 4.948 3.472 0.477 -1.304
C 4.451 2.600 -0.720 0.100
F 4.086 3.348 -1.828 -0.375
C 3.363 1.588 -0.285 0.337
C 3.054 0.624 -1.401 -0.238
N 3.046 -0.146 -2.214 -0.752
C 2.063 2.250 0.256 0.790
C 1.393 1.268 1.189 -0.330
N 0.879 0.629 1.941 -0.448
C 1.075 2.773 -0.837 -0.744
O 0.671 4.094 -0.487 -0.276
O 1.334 5.026 -1.283 -0.355
H 4.542 4.491 0.360 0.313
H 6.040 3.435 0.528 0.353
H 4.466 3.068 1.385 0.359
H 5.320 1.985 -1.020 0.547
H 3.805 1.024 0.555 0.614
H 2.356 3.119 0.870 0.317
H 0.158 2.166 -0.767 0.115
H 1.450 2.712 -1.870 0.563
H 2.263 4.758 -1.411 0.352
C 2.610 -3.010 -0.212 -0.542
O 1.683 -2.649 -1.232 -0.502
H 2.277 -3.942 0.241 0.284
H 3.604 -3.155 -0.644 0.293
H 2.646 -2.230 0.553 0.217
H 1.991 -1.825 -1.625 0.235
C -1.697 -3.287 0.146 -0.090
O -0.711 -4.147 0.697 -0.449
H -2.520 -3.199 0.853 -0.280
H -1.265 -2.298 -0.033 0.256
H -2.074 -3.704 -0.791 0.334
H 0.002 -4.207 0.051 0.231
C 3.073 7.707 -3.221 -0.582
O 3.949 6.808 -2.545 -0.475
H 2.214 7.894 -2.581 0.213
H 3.585 8.651 -3.422 0.310
H 2.732 7.265 -4.160 0.261
H 4.702 6.652 -3.123 0.286
C 4.961 -3.309 -3.673 -0.605
O 4.755 -2.544 -2.493 -0.431
H 5.596 -4.159 -3.426 0.222
H 4.006 -3.675 -4.056 0.252
H 5.457 -2.701 -4.435 0.267
H 4.191 -1.796 -2.727 0.373
C -1.709 -5.005 3.682 -0.104
O -1.578 -4.670 5.065 -0.563
H -1.856 -6.080 3.596 0.200
H -2.571 -4.490 3.259 -0.058
H -0.804 -4.720 3.144 0.215
H -1.450 -3.719 5.117 0.295
C -2.940 2.054 -1.252 -0.569
O -1.933 1.072 -1.018 -0.465
H -2.596 2.742 -2.021 0.303
H -3.858 1.565 -1.589 0.292
H -3.126 2.602 -0.327 0.190
H -2.273 0.485 -0.333 0.240
C -4.501 -6.000 1.577 -0.539
O -4.731 -5.338 2.814 -0.486
H -3.795 -6.811 1.746 0.229
H -5.437 -6.413 1.191 0.331
H -4.080 -5.302 0.849 0.199
H -5.357 -4.625 2.643 0.279
C -4.553 -1.438 2.061 -0.099
O -5.540 -2.389 1.662 -0.548
H -3.708 -1.508 1.380 -0.147
H -4.971 -0.430 2.015 0.228
H -4.218 -1.657 3.077 0.273
H -6.276 -2.308 2.278 0.306
C -5.395 3.510 1.410 -0.657
O -5.150 2.107 1.378 -0.438
H -4.709 3.963 2.122 0.238
H -5.224 3.945 0.421 0.270
H -6.422 3.706 1.725 0.282
H -5.766 1.724 0.745 0.281
```

Values from the calculation:
LUMO = 0.3 eV
Frontier orbital gap = 9.6 eV
Calculated total energy = -1673.32929 hartree
Structure (SMILES) = C[C@H](F)[C@H](C#N)[C@H](C#N)COO.CO.CO.CO.CO.CO.CO.CO.CO.CO

=====

Molecular formula: C16H46Ag2NO21P4
Method: DFT, ωB97M-V/def2-TZVPD

XYZ file:
```
90
Properties=species:S:1:pos:R:3:mulliken_charge:R:1
Ag 2.185 4.147 -0.707 0.652
Ag -0.997 3.809 -3.520 0.746
N -0.956 2.231 -0.869 0.802
O -1.232 1.781 0.224 -0.478
O -1.862 2.383 -1.748 -0.726
O 0.242 2.494 -1.206 -0.184
C -4.880 -4.156 -2.542 -0.749
O -3.663 -4.104 -1.802 -0.385
P -2.837 -2.753 -1.687 0.838
O -1.562 -2.882 -0.955 -0.436
O -2.779 -2.254 -3.202 -0.413
C -1.879 -1.248 -3.648 -0.122
O -3.870 -1.751 -0.970 -0.414
C -3.363 -0.547 -0.380 0.006
H -4.854 -5.016 -3.215 0.284
H -4.933 -3.358 -3.287 0.294
H -5.780 -4.183 -1.936 0.271
H -2.466 -0.473 -4.143 0.387
H -1.162 -1.712 -4.323 0.023
H -1.379 -0.759 -2.809 -0.029
H -3.862 0.301 -0.845 0.307
H -2.282 -0.489 -0.504 -0.256
H -3.565 -0.564 0.690 0.227
C 1.129 -3.612 1.074 -0.682
O 1.433 -2.507 1.923 0.121
P 2.771 -1.657 1.604 0.490
O 4.036 -2.338 1.882 -0.771
O 2.550 -1.179 0.083 -0.164
C 1.501 -0.338 -0.342 0.488
O 2.475 -0.288 2.386 -0.151
C 2.788 -0.168 3.788 -0.767
H 0.465 -3.278 0.272 0.137
H 0.576 -4.391 1.593 0.326
H 2.001 -4.062 0.597 0.424
H 0.692 -0.981 -0.709 -0.300
H 1.834 0.246 -1.199 -0.262
H 1.086 0.327 0.415 0.311
H 3.806 0.220 3.853 0.258
H 2.813 -1.154 4.252 0.303
H 2.041 0.513 4.185 0.247
C -1.435 -1.270 6.855 -0.729
O -0.924 -2.246 5.997 -0.311
P -1.438 -2.434 4.504 1.016
O -0.842 -3.579 3.812 -0.675
O -3.046 -2.401 4.585 -0.313
C -3.821 -3.423 5.224 -0.756
O -1.073 -0.992 3.898 -0.311
C -1.478 -0.638 2.584 -0.549
H -1.616 -1.660 7.862 0.293
H -2.449 -0.941 6.598 0.302
H -0.838 -0.369 6.998 0.264
H -4.530 -2.899 5.865 0.283
H -3.236 -4.080 5.866 0.333
H -4.355 -3.967 4.450 0.259
H -2.565 -0.575 2.526 0.407
H -1.082 -1.387 1.890 0.312
H -1.044 0.298 2.240 0.135
C 1.287 -2.952 -5.981 -0.752
O 1.579 -1.628 -5.544 -0.310
P 2.629 -1.362 -4.339 0.718
O 3.910 -2.035 -4.459 -0.713
O 2.697 0.249 -4.368 -0.468
C 1.588 1.064 -4.087 -0.353
O 1.777 -1.537 -2.978 0.432
C 1.271 -2.776 -2.504 -0.178
H 0.282 -3.255 -5.689 0.240
H 2.050 -3.643 -5.621 0.380
H 1.326 -3.022 -7.069 0.261
H 1.609 1.969 -4.705 0.327
H 1.608 1.294 -3.021 0.161
H 0.648 0.588 -4.384 0.151
H 0.305 -2.634 -2.012 -0.302
H 1.931 -3.243 -1.775 0.160
H 1.043 -3.501 -3.289 0.372
C -0.417 5.663 0.353 -0.593
O 0.908 5.449 0.746 -0.034
C 1.514 6.574 1.378 -0.576
C 3.044 6.460 1.374 -0.564
O 3.517 5.891 0.137 -0.249
C 4.039 6.891 -0.748 -0.752
H -1.015 6.204 1.092 0.334
H -0.991 4.739 0.244 0.033
H -0.490 6.179 -0.614 0.300
H 1.097 6.752 2.369 0.333
H 1.286 7.415 0.711 0.384
H 3.343 5.732 2.130 0.335
H 3.505 7.418 1.602 0.409
H 3.361 7.714 -0.980 0.353
H 4.303 6.384 -1.676 0.232
H 4.966 7.274 -0.319 0.317
```

Values from the calculation:
LUMO = -5.7 eV
Frontier orbital gap = 5.8 eV
Calculated total energy = -3931.26959 hartree
Total charge = +1